1.
Entry from the OMol25 dataset: C33H29N6O5RuS as an isolated structure (ωB97M-V/def2-TZVPD).

Results
Relative energy (zero: lowest compared OMol25 entry of this formula, charge and spin) in eV: 2.130
Orbital gap (spin up / spin down) in hartree: 0.22120 / 0.23575

Geometry as ORCA input:
```
! wB97M-V def2-TZVPD RIJCOSX def2/J DEFGRID3
* xyz 0 6
H 1.75763 -3.50272 0.78533
C 2.57163 -0.94445 -2.40425
C -4.54233 -0.01838 -4.53243
O 3.60861 -0.03125 3.04445
C 0.04835 -3.43633 -6.61662
C 3.39951 -4.04814 2.06025
H -4.47471 -1.25327 -2.78665
C -1.23900 -1.40889 -5.21817
O -1.08839 3.34591 -2.60723
C 5.39714 -1.82927 -0.21606
N -1.63927 1.50091 -1.22302
H -1.53906 -3.24120 -8.04737
C 4.10833 -2.79643 -2.69765
C -2.63514 4.60438 1.33898
C -1.06213 2.83492 0.78693
H 3.24476 -3.45592 -2.71838
C -1.76317 -1.86621 -6.41675
H 4.85467 -3.26452 -2.06089
H 1.50160 -3.38419 -5.03203
H 3.35064 -5.10323 1.82740
H -4.58826 4.39959 0.36557
H 3.92810 -2.10203 -4.73551
O -2.52070 -0.54718 -0.50877
C -3.23675 2.91253 -0.23663
H 0.64925 2.59920 2.02130
C -3.18762 0.48801 -2.63033
N 3.72092 -1.53173 -2.05476
C -1.72058 2.32306 -2.50924
S 2.23557 0.66762 -1.86644
H 2.86836 0.45504 2.62186
H 5.07282 -4.24153 3.39678
C -2.67475 1.63187 -3.30894
C -3.59099 4.00140 0.47680
H 5.77900 -1.25446 0.62821
H -3.89124 2.42308 -0.94464
C 0.51495 -1.43251 -3.45461
C 4.36276 -3.56194 2.94164
C 4.67151 -2.56953 -4.09316
H -2.67385 -1.42691 -6.80365
H -2.72724 2.82876 -5.10792
C 2.55083 -1.79875 1.78173
N -1.99169 2.33632 -0.12316
H 5.55709 -1.93249 -4.05530
H -4.41564 1.37942 -6.19075
C 4.70978 -0.87890 -1.18602
H 0.54380 -4.23215 -7.15768
N 0.49529 0.98601 0.77582
C 0.08930 2.14915 1.20802
H 6.23824 -2.35890 -0.66375
C -1.12444 -2.88136 -7.11411
H 5.44461 -0.36593 -1.81520
C 4.42158 -2.21810 3.25193
C -0.06146 -1.95704 -4.72335
Ru 0.03337 0.09773 -0.93745
C 2.51015 -3.16322 1.48467
O -0.32261 -0.87972 -2.66113
C -1.41558 4.01893 1.47694
C 3.50952 -1.32450 2.68972
O 0.89953 -1.39563 0.12662
C 0.58445 -2.96905 -5.42851
C -3.12190 1.95545 -4.60477
H 5.15841 -1.82694 3.94123
H -2.87614 5.50357 1.88714
C 1.58759 -0.90069 1.11638
C -4.11718 -0.36111 -3.28326
H 4.18404 -0.10808 -0.63036
C -4.05020 1.14609 -5.19927
N 1.47844 0.33421 1.52096
N 1.80081 -1.61589 -3.27312
C -2.58612 0.33289 -1.37294
H 4.69515 -2.55896 0.18736
H 4.96563 -3.52146 -4.53857
H -1.73311 -0.62171 -4.66786
H -0.67959 4.42874 2.15547
H -5.26180 -0.64691 -5.04219
*
```

---

2.
Entry from the OMol25 dataset: C29H41F5OP2Tc as an isolated structure in a non-equilibrium geometry (ωB97M-V/def2-TZVPD).

Results
Relative energy (zero: lowest compared OMol25 entry of this formula, charge and spin) in eV: 0.000
Orbital gap (spin up / spin down) in hartree: 0.21882 / 0.09971

Geometry as ORCA input:
```
! wB97M-V def2-TZVPD RIJCOSX def2/J DEFGRID3
* xyz 2 4
F -0.18916 -6.64873 -0.85597
H 4.82291 1.00482 -2.19989
H 3.44158 4.66656 -3.73390
C -0.93773 0.34292 -0.25227
C 1.80965 0.33249 1.88598
F -1.84493 -6.73154 -3.03635
H 1.49158 1.51727 0.08673
H 2.12733 6.53098 -2.07600
H 0.56972 -3.08961 4.13490
H 2.66340 3.21551 -4.41065
C -0.86206 -4.40998 -0.37791
H -2.62934 -4.44714 3.41731
H 5.09452 3.47814 -0.59123
H 5.30346 4.23374 -2.19444
H -0.47204 5.32210 -5.06126
H 1.49778 -1.77222 2.45644
H 1.20634 5.24958 -5.66344
C -1.65860 -3.26281 -0.69450
C 4.57465 3.97488 -1.41652
H 1.44396 -1.64024 -1.67392
C 0.97864 -1.60916 0.40713
C 1.03412 1.38066 1.07176
H 2.05620 -0.22709 -0.83407
H -1.12755 1.62164 1.44221
C -3.49930 0.86979 2.40734
H -0.90950 1.77894 3.60739
P 1.04522 4.67530 -3.25479
C -2.49696 -3.34664 -1.82111
H 1.08968 2.35348 1.57260
H -4.05752 0.75945 1.47428
C -0.43096 0.98771 0.90122
C 2.70549 3.87577 -3.53335
P 3.23853 2.86445 -2.06156
H -1.97712 0.52518 -0.51898
H -2.02967 -4.32094 1.74689
H 5.01675 2.07955 -3.61031
C 0.46814 4.76347 -5.01367
H 0.28575 3.74946 -5.38125
C -1.86654 -2.51702 2.87594
C 0.12971 -2.15690 4.49791
H 2.88354 0.35683 1.64215
C -0.05525 -0.10387 -1.39618
H -4.57875 -1.35485 0.99577
C 1.18939 -0.89274 -0.91732
H 3.64685 0.93962 -3.52177
H 2.27316 6.75541 -3.84020
H 0.73040 7.08963 -3.00940
H -0.88546 -4.41619 3.09813
C -1.77675 -5.60656 -2.28230
C -2.90092 -1.65811 2.30403
H -3.88465 -2.97852 0.93347
O -1.73746 -2.06320 -0.02420
H -1.44132 1.01711 5.11105
H -0.25732 -2.34298 5.50829
H -2.92644 1.79960 2.35339
C -1.84906 -4.00935 2.78041
H -4.22617 0.98220 3.22271
F -3.38641 -4.54983 -3.67748
Tc -0.93050 -1.06556 1.40675
H 4.12184 4.89482 -1.03520
F -3.27753 -2.28685 -2.15506
H 0.25784 0.76590 -1.99492
C -1.39319 -0.31732 3.43834
H -4.86212 -2.48021 2.33868
C -0.93462 -5.55995 -1.17456
C -2.55748 -4.50112 -2.60476
H 1.73350 0.57210 2.95186
C 4.28741 1.60950 -2.93937
C -0.98223 -1.69004 3.61275
C 1.26150 -1.06300 1.66745
H 0.93583 -2.69099 0.34481
C -2.61776 -0.31424 2.65804
C 1.60520 6.43121 -3.03299
C -4.12369 -2.14547 1.59709
H 0.92374 -1.41011 4.58151
H 0.18470 0.70640 4.49074
H -0.65192 -0.74806 -2.04466
F -0.04833 -4.50383 0.69880
C -0.85574 0.85885 4.19545
*
```

---

What is the formula in the first record?
C33H29N6O5RuS